(1)
Molecular formula: C7H11N2O2
Method: DFT, ωB97M-V/def2-TZVPD

The geometry in XYZ format:
```
22
C7H11N2O2, DFT ωB97M-V/def2-TZVPD
C -0.1253 -0.0396 -3.2376
C 0.4956 -1.0482 -0.9047
C 0.7575 -0.3669 -2.0837
C 2.5434 -0.3108 -0.8538
N 1.5906 -0.9974 -0.1328
N 2.0612 0.0602 -2.0063
H -0.3853 -1.6255 -0.6708
H 1.5181 -1.2811 0.8575
H -0.6711 0.8614 -2.9395
H -0.8085 -0.8763 -3.3905
H 3.5487 -0.1556 -0.5057
H 0.3453 0.1174 -4.2020
C -0.5995 0.8413 2.2794
C -1.8026 1.3984 1.5198
C -0.6206 -0.7083 2.3157
O 0.5268 -1.2414 2.2474
O -1.6942 -1.3141 2.4413
H 0.3458 1.2430 1.9199
H -0.6131 1.1104 3.3450
H -2.6723 1.3590 2.1850
H -2.1142 0.6320 0.8043
H -1.6264 2.3420 1.0122
```

Largest force on an atom, Eh/bohr: 0.0406
Net charge: -1
HOMO, eV: -4.709
Energy above the lowest of the compared OMol25 structures with the same formula, charge and spin, kcal per mole: 7.1

***

(2)
Molecular formula: C7H11N2O2
Method: DFT, ωB97M-V/def2-TZVPD

The geometry in XYZ format:
```
22
C7H11N2O2, DFT ωB97M-V/def2-TZVPD
C 0.8689 -0.7201 3.6299
N 0.0680 -0.0711 2.9870
O -0.9259 0.6553 3.7282
C -1.9337 1.2092 3.0689
O -2.8058 1.8583 3.4950
N -1.9081 0.7733 1.6136
C -1.0622 0.5229 0.8167
C -0.4002 0.3667 -0.4260
C -1.1560 1.1497 -1.4757
C -0.4060 -1.1995 -0.7855
C 1.0879 0.8272 -0.3354
H 1.0304 -0.9311 4.7263
H 1.5253 -1.3984 3.0846
H -2.0948 0.6355 -1.6583
H -1.2244 2.2177 -1.2797
H -0.7645 0.9054 -2.4813
H -0.4586 -1.7524 0.0850
H 0.4404 -1.3848 -1.4670
H -1.2755 -1.2969 -1.4518
H 1.0788 1.9413 -0.2221
H 1.7157 0.4535 -1.1268
H 1.6690 0.4625 0.6067
```

SMILES: C=NOC(=O)[N+]#CC(C)(C)C
Largest force on an atom, Eh/bohr: 0.1038
Net charge: +1
HOMO, eV: -15.707
Energy above the lowest of the compared OMol25 structures with the same formula, charge and spin, kcal per mole: 83.7

***

(3)
Molecular formula: C7H11N2O3
Method: DFT, ωB97M-V/def2-TZVPD

The geometry in XYZ format:
```
23
C7H11N2O3, DFT ωB97M-V/def2-TZVPD
O 3.0072 -1.6607 -0.2323
N 2.9992 -0.4966 0.1189
O 3.7822 0.1627 0.7695
C 1.7482 0.2550 -0.1769
N 1.7777 1.5152 0.0774
O 0.6846 2.1874 -0.2131
C -0.3349 1.2322 -0.4662
C -1.2398 1.0463 0.6705
C -2.2237 -0.0599 0.4697
C -1.3439 -1.2970 0.5110
C -0.3205 -1.3523 -0.6631
C 0.4943 -0.0818 -0.8536
H 2.7005 2.0286 0.4573
H -0.7728 1.5407 -1.4382
H -1.7219 2.1696 0.7738
H -0.6760 0.6747 1.5869
H -2.7693 0.0120 -0.4384
H -3.1058 -0.0917 1.1665
H -0.9315 -1.4008 1.5460
H -2.0025 -2.2612 0.4226
H 0.3229 -2.3073 -0.5977
H -0.7683 -1.6271 -1.6007
H 0.6941 -0.1882 -1.8900
```

SMILES: O=[N+]([O-])C1=[NH+]O[C@@H]2CCCC[C@H]12
Largest force on an atom, Eh/bohr: 0.0810
Net charge: +1
HOMO, eV: -14.989
Energy above the lowest of the compared OMol25 structures with the same formula, charge and spin, kcal per mole: 145.4

***

(4)
Molecular formula: C7H11N2S
Method: DFT, ωB97M-V/def2-TZVPD

The geometry in XYZ format:
```
21
C7H11N2S, DFT ωB97M-V/def2-TZVPD
C 2.7955 -1.3924 0.0025
C 1.5942 -0.5239 -0.1289
C 0.7231 -0.2651 -1.1229
N -0.3352 0.6487 -0.5775
C -1.6087 0.7669 -1.2808
C -2.5059 -0.1830 -0.9290
S -2.2145 -1.4064 0.2590
C -0.0187 0.5709 0.8802
C -0.7280 1.4395 1.8729
N 1.1120 0.0758 1.0385
H 2.5068 -2.3492 -0.3222
H 3.1479 -1.4366 0.9918
H 3.7508 -1.1170 -0.6587
H 0.4716 -0.6716 -2.0870
H 0.2094 1.5680 -0.7908
H -1.8181 1.1402 -2.3356
H -3.5324 -0.1773 -1.2029
H -0.9738 -1.5752 0.0676
H -0.8728 2.4804 1.4886
H -0.0298 1.4893 2.7050
H -1.6733 0.9179 2.1303
```

SMILES: CC1=C[N@@H+](/C=C\S)C(C)=N1
Largest force on an atom, Eh/bohr: 0.0827
Net charge: +1
HOMO, eV: -13.420
Energy above the lowest of the compared OMol25 structures with the same formula, charge and spin, kcal per mole: 73.2

***

(5)
Molecular formula: C7H11N3
Method: DFT, ωB97M-V/def2-TZVPD

The geometry in XYZ format:
```
21
C7H11N3, DFT ωB97M-V/def2-TZVPD
C -0.4426 -1.9123 0.1565
C 0.9392 -1.6697 -0.4706
C 1.0507 -0.2860 -1.1358
C 0.7212 0.7570 -0.0826
N -0.6846 1.3000 -0.0290
C -0.4004 0.3440 0.7371
C -0.7440 -0.9401 1.3249
H -1.2070 -1.7790 -0.6118
H -0.5043 -2.9383 0.5245
H 1.7025 -1.7464 0.3086
H 1.1365 -2.4512 -1.2054
H 2.0560 -0.1416 -1.5362
H 0.3393 -0.2155 -1.9634
H 1.5166 1.3774 0.3069
H -1.7849 -1.0068 1.6415
H -0.0906 -1.1602 2.1730
N -1.9783 4.3015 1.1115
C -2.0922 4.1694 -0.0821
N -2.4723 4.2551 -1.2222
H -1.1288 4.4615 1.6155
H -2.5475 3.5012 -1.8778
```

SMILES: C1CC[C@H]2N=C2C1.N=C=N
Largest force on an atom, Eh/bohr: 0.0278
Net charge: 0
HOMO, eV: -9.303
Energy above the lowest of the compared OMol25 structures with the same formula, charge and spin, kcal per mole: 37.7

***

(6)
Molecular formula: C7H11N3
Method: DFT, ωB97M-V/def2-TZVPD

The geometry in XYZ format:
```
21
C7H11N3, DFT ωB97M-V/def2-TZVPD
C 1.5619 -0.5459 0.1039
C 1.2590 0.4917 -0.9738
C 0.4277 -1.6034 0.1842
C 0.0905 1.3518 -0.5256
C -3.6349 0.7620 0.7225
C -0.9418 -0.9316 0.2695
C -1.0763 0.5704 -0.0618
N -3.6360 -0.2421 0.0558
N -3.0594 -0.7771 -0.9130
N -1.7072 -0.5175 -0.9761
H 2.4768 -1.2493 -0.1621
H 1.4986 -0.0899 1.0654
H 2.1709 1.1594 -0.9564
H 1.0694 -0.0903 -1.8614
H 0.5426 -2.1221 -0.7506
H 0.5041 -2.3136 0.8778
H 0.4108 2.0236 0.1870
H -0.2437 2.0237 -1.3960
H -4.2574 1.1816 1.4870
H -1.6724 1.1349 0.6338
H -1.5241 -1.3494 1.0703
```

Largest force on an atom, Eh/bohr: 0.1055
Net charge: 0
HOMO (alpha / beta), eV: -7.889 / -7.888
Energy above the lowest of the compared OMol25 structures with the same formula, charge and spin, kcal per mole: 138.4